Computed, not measured: a structure of composition C9H16NO4Pd at a distorted geometry, with ωB97M-V with the def2-TZVPD basis set.

Its net charge is +1. As for the spin multiplicity: 1. The HOMO energy (alpha / beta) comes out at -13.55 / -13.55 eV. As for the total energy: -22742.586 eV. The calculation puts the maximum force at 1.49 eV/Å. Its orbital gap (alpha / beta) is 0.3092 / 0.3091 hartree.

Each line ends with the natural charge from an NBO analysis.
CARTESIAN COORDINATES (ANGSTROEM)
Pd  -1.340  0.810  -0.612  0.9900
O  0.480  2.026  -0.887  -0.5362
O  0.030  -0.552  -1.457  -0.5829
O  -1.898  -1.229  0.253  -0.5445
O  -0.062  0.530  1.410  -0.5729
N  -3.305  2.794  0.476  -0.3602
C  1.107  2.311  0.388  -0.0950
C  -2.531  2.040  0.070  0.0310
C  1.226  1.112  1.315  -0.0940
C  1.348  -0.073  -1.773  -0.0939
C  -0.007  -1.945  -1.103  -0.0917
C  -1.562  -1.278  1.658  -0.0941
C  1.265  1.428  -1.923  -0.1006
C  -0.173  -0.760  1.986  -0.0935
C  -1.400  -2.256  -0.604  -0.0987
H  1.683  -0.524  -2.709  0.2203
H  0.217  -2.547  -1.986  0.2187
H  1.947  0.367  0.966  0.1702
H  0.626  -1.404  1.609  0.1699
H  2.029  -0.387  -0.982  0.1874
H  2.089  2.751  0.209  0.2086
H  -1.679  -2.300  2.022  0.2069
H  0.756  1.690  -2.849  0.2237
H  -2.310  -0.653  2.141  0.2318
H  0.766  -2.130  -0.356  0.1859
H  -1.417  -3.218  -0.089  0.2141
H  0.466  3.066  0.840  0.2346
H  -0.076  -0.709  3.075  0.2126
H  1.564  1.468  2.293  0.2136
H  2.262  1.871  -1.944  0.2172
H  -2.099  -2.302  -1.437  0.2217